1.
Formula: C4H12
Source: the Open Molecules 2025 dataset
Level of theory: ωB97M-V/def2-TZVPD

XYZ file:
```
16
C4H12 | the Open Molecules 2025 dataset | ωB97M-V/def2-TZVPD
C 0.366 0.001 -2.359
C 0.558 0.756 -1.108
H -0.004 0.728 -3.050
H 1.326 -0.322 -2.833
H -0.403 -0.831 -1.970
H -0.376 0.797 -0.453
H 0.911 1.737 -1.326
H 1.353 0.609 -0.453
C -0.091 0.244 1.829
C -0.806 -1.087 1.623
H 0.940 0.261 1.754
H -0.275 1.010 1.025
H -0.411 0.757 2.752
H -0.659 -1.586 0.681
H -1.881 -0.865 1.579
H -0.687 -1.780 2.378
```

Output
**Molecular weight**: 60.1 Da
**Charge**: 0
**Kohn-Sham gap**: 12.1 eV
**Spin multiplicity**: 1
**Structure (SMILES)**: CC.CC
**ΔE to the lowest compared entry with this formula, charge and spin**: 37.7 kcal per mole

---

2.
Formula: C23H23ClN4O3S
Source: the Open Molecules 2025 dataset
Level of theory: ωB97M-V/def2-TZVPD

XYZ file:
```
55
C23H23ClN4O3S | the Open Molecules 2025 dataset | ωB97M-V/def2-TZVPD
O -0.083 -4.186 1.364
C -0.181 -3.589 0.313
N -0.850 -4.085 -0.755
H -0.885 -3.566 -1.617
C -1.658 -5.282 -0.663
C -3.055 -5.047 -1.169
C -3.558 -5.798 -2.224
C -4.839 -5.594 -2.706
C -5.641 -4.619 -2.139
C -5.161 -3.855 -1.091
C -3.878 -4.070 -0.610
Cl -3.314 -3.104 0.718
H -5.776 -3.094 -0.637
H -6.641 -4.452 -2.509
H -5.208 -6.195 -3.523
H -2.933 -6.560 -2.667
H -1.192 -6.095 -1.230
H -1.667 -5.556 0.398
C 0.457 -2.254 0.086
C -0.159 -1.268 -0.668
C 0.456 -0.028 -0.812
C 1.692 0.221 -0.206
C 2.293 -0.775 0.562
C 1.680 -1.998 0.711
H 2.121 -2.775 1.315
H 3.238 -0.557 1.035
C 2.313 1.539 -0.326
O 3.370 1.833 0.194
N 1.618 2.470 -1.099
C 0.446 2.197 -1.742
S -0.301 3.258 -2.760
N -0.107 0.971 -1.562
H -1.007 0.825 -2.003
C 2.210 3.791 -1.241
C 1.392 4.935 -0.621
H 0.658 5.292 -1.344
H 2.082 5.753 -0.409
C 0.623 4.558 0.648
N 1.423 3.943 1.670
C 1.242 2.675 2.084
O 0.408 1.911 1.637
C 2.274 2.387 3.157
H 1.856 1.785 3.960
C 2.740 3.776 3.591
H 3.781 3.792 3.908
H 2.120 4.140 4.411
C 2.507 4.627 2.338
H 2.223 5.658 2.569
H 3.399 4.640 1.701
H 3.082 1.826 2.683
H -0.169 3.842 0.409
H 0.155 5.466 1.050
H 3.187 3.721 -0.760
H 2.347 3.994 -2.307
H -1.131 -1.428 -1.114
```

Output
**Molecular weight**: 471.0 Da
**Charge**: 0
**Kohn-Sham gap**: 8.4 eV
**Spin multiplicity**: 1
**Structure (SMILES)**: O=C(NCc1ccccc1Cl)c1ccc2c(=O)n(CCCN3CCCC3=O)c(=S)[nH]c2c1
**ΔE to the lowest compared entry with this formula, charge and spin**: 0.5 kcal per mole

---

3.
Formula: C50H56BrN3OP3S4Sc
Source: the Open Molecules 2025 dataset
Level of theory: ωB97M-V/def2-TZVPD

XYZ file:
```
119
C50H56BrN3OP3S4Sc | the Open Molecules 2025 dataset | ωB97M-V/def2-TZVPD
Sc -0.718 0.518 -0.305
C 2.114 0.604 -3.877
C 1.075 -0.419 -4.307
C 1.799 -1.611 -4.932
P -0.106 -0.887 -2.941
C -1.251 -1.962 -3.966
C -1.607 -3.362 -3.466
C -2.515 -1.157 -4.290
C 0.992 -1.883 -1.864
C 1.295 -3.239 -2.013
C 2.228 -3.868 -1.209
C 2.873 -3.140 -0.218
C 2.580 -1.804 -0.043
C 1.664 -1.142 -0.869
N 1.378 0.238 -0.722
C 2.426 1.151 -0.711
C 3.780 0.781 -0.843
C 4.800 1.712 -0.795
C 4.531 3.064 -0.638
C 3.205 3.456 -0.580
C 2.155 2.540 -0.606
P 0.425 3.055 -0.843
C 0.606 3.773 -2.593
C -0.381 3.247 -3.628
C 0.653 5.299 -2.694
C -0.033 4.502 0.242
C 1.000 5.587 0.556
C -0.626 4.061 1.579
H 2.655 0.969 -4.753
H 1.681 1.454 -3.360
H 2.844 0.147 -3.210
H 0.411 0.038 -5.053
H 2.490 -2.053 -4.212
H 1.138 -2.400 -5.289
H 2.389 -1.269 -5.786
H -0.725 -2.078 -4.916
H -1.706 -3.417 -2.384
H -2.560 -3.670 -3.902
H -0.869 -4.105 -3.766
H -3.015 -1.613 -5.148
H -3.232 -1.151 -3.468
H -2.309 -0.112 -4.526
H 0.814 -3.812 -2.791
H 2.450 -4.916 -1.357
H 3.591 -3.618 0.435
H 3.064 -1.252 0.752
H 4.045 -0.252 -1.004
H 5.822 1.369 -0.896
H 5.326 3.794 -0.602
H 2.978 4.511 -0.534
H 1.601 3.413 -2.867
H -1.381 3.653 -3.471
H -0.035 3.551 -4.619
H -0.480 2.163 -3.609
H -0.243 5.770 -2.289
H 1.526 5.730 -2.211
H 0.705 5.572 -3.750
H -0.848 4.942 -0.346
H 1.786 5.186 1.198
H 1.463 6.047 -0.311
H 0.502 6.380 1.118
H 0.172 3.761 2.261
H -1.143 4.907 2.035
H -1.333 3.241 1.488
N -2.386 -1.361 -0.615
C -2.629 -2.649 -0.046
C -3.562 -3.505 -0.632
C -3.879 -4.709 -0.034
C -3.297 -5.060 1.180
C -2.380 -4.208 1.763
C -2.003 -3.015 1.141
P -0.810 -1.853 1.872
C 0.633 -2.891 2.305
C 0.763 -4.235 1.974
C 1.897 -4.947 2.341
C 2.923 -4.325 3.035
C 2.819 -2.975 3.342
C 1.689 -2.266 2.971
C -1.623 -1.617 3.514
C -2.993 -1.360 3.526
C -3.665 -1.143 4.717
C -2.981 -1.189 5.923
C -1.623 -1.460 5.925
C -0.948 -1.673 4.731
H -2.744 -1.293 -1.563
H -2.936 -0.663 -0.089
H -4.054 -3.205 -1.549
H -4.605 -5.362 -0.499
H -3.574 -5.982 1.673
H -1.948 -4.462 2.723
H -0.009 -4.737 1.408
H 1.977 -5.993 2.076
H 3.803 -4.885 3.325
H 3.622 -2.470 3.866
H 1.629 -1.212 3.205
H -3.549 -1.320 2.599
H -4.726 -0.934 4.698
H -3.505 -1.019 6.854
H -1.077 -1.506 6.858
H 0.107 -1.902 4.770
O -5.455 5.671 -0.093
C -4.864 4.629 -0.150
S -4.409 3.671 1.274
C -3.518 2.439 0.408
C -3.419 2.563 -0.923
S -2.551 1.440 -1.942
S -4.194 3.955 -1.651
S -2.777 1.135 1.315
Br -0.732 2.361 5.951
C 0.373 1.878 4.503
C 1.748 1.951 4.611
C 2.493 1.595 3.499
C 1.835 1.200 2.347
N 0.504 1.155 2.233
C -0.212 1.480 3.310
H 2.215 2.279 5.529
H 3.573 1.628 3.515
H 2.405 0.900 1.482
H -1.289 1.456 3.209
```

Output
**Molecular weight**: 1061.1 Da
**Charge**: 0
**Kohn-Sham gap**: 6.9 eV
**Spin multiplicity**: 1
**ΔE to the lowest compared entry with this formula, charge and spin**: 0.0 kcal per mole

---

4.
Formula: CH6OSi2
Source: the Open Molecules 2025 dataset
Level of theory: ωB97M-V/def2-TZVPD

XYZ file:
```
10
CH6OSi2 | the Open Molecules 2025 dataset | ωB97M-V/def2-TZVPD
C -0.217 -0.582 0.446
O -0.915 1.074 0.722
Si 1.457 0.129 -0.167
Si -1.884 0.114 -0.105
H -0.166 -0.912 1.400
H 2.254 -0.954 -0.582
H 0.770 0.901 -1.206
H 2.174 0.589 1.004
H -2.005 0.110 -1.493
H -3.118 -0.547 0.720
```

Output
**Molecular weight**: 90.2 Da
**Charge**: 0
**Kohn-Sham gap**: 10.6 eV
**Spin multiplicity**: 1
**ΔE to the lowest compared entry with this formula, charge and spin**: 76.1 kcal per mole

---

5.
Formula: C4H8NO
Source: the Open Molecules 2025 dataset
Level of theory: ωB97M-V/def2-TZVPD

XYZ file:
```
14
C4H8NO | the Open Molecules 2025 dataset | ωB97M-V/def2-TZVPD
C 2.138 -0.204 -0.677
C 0.455 -0.399 1.270
C -0.356 -0.294 0.050
C -1.295 0.881 -0.229
N 1.080 -0.311 -0.005
O -0.925 -1.796 -0.341
H 1.976 -0.197 -1.696
H 3.019 -0.383 -0.117
H 0.614 0.375 1.986
H 0.373 -1.357 1.934
H -0.668 1.683 -0.267
H -2.200 0.780 0.438
H -1.620 0.915 -1.217
H -1.639 -1.504 -0.983
```

Output
**Molecular weight**: 86.1 Da
**Charge**: +1
**Kohn-Sham gap**: 10.1 eV
**Spin multiplicity**: 1
**Structure (SMILES)**: C=[N+]1C[C@]1(C)O
**ΔE to the lowest compared entry with this formula, charge and spin**: 80.4 kcal per mole

---

6.
Formula: C52H72BMnN9OP2SSi
Source: the Open Molecules 2025 dataset
Level of theory: ωB97M-V/def2-TZVPD

XYZ file:
```
140
C52H72BMnN9OP2SSi | the Open Molecules 2025 dataset | ωB97M-V/def2-TZVPD
Mn -0.253 0.487 -0.714
C 5.181 2.096 3.931
C 4.368 0.786 3.971
C 5.160 -0.311 4.702
C 3.074 0.997 4.783
P 3.812 0.052 2.329
C 3.226 1.509 1.284
N 1.852 1.902 1.582
B 0.577 1.312 1.214
N -0.380 1.948 2.127
C -1.724 1.620 2.595
P -2.290 -0.111 2.250
C -4.093 0.064 2.837
C -4.695 -1.341 2.949
C -4.866 0.811 1.737
C -4.315 0.837 4.142
C -1.367 -1.164 3.521
C 0.133 -0.848 3.399
C -1.771 -0.986 4.981
C -1.550 -2.630 3.091
C 0.277 2.965 2.824
C -0.225 3.910 3.708
C 0.650 4.861 4.230
C 1.989 4.865 3.861
C 2.491 3.913 2.976
C 1.628 2.955 2.471
C 5.393 -0.460 1.424
C 5.055 -0.533 -0.069
C 5.746 -1.893 1.921
C 6.605 0.463 1.587
H 6.253 1.908 4.001
H 5.010 2.683 3.026
H 4.904 2.729 4.782
H 5.373 0.018 5.726
H 4.582 -1.240 4.762
H 6.112 -0.535 4.219
H 3.334 1.284 5.809
H 2.442 1.782 4.369
H 2.486 0.073 4.826
H 3.869 2.380 1.400
H 3.297 1.175 0.256
H -1.727 1.782 3.673
H -2.481 2.290 2.181
H -4.520 -1.926 2.038
H -4.286 -1.896 3.795
H -5.778 -1.263 3.097
H -4.653 0.422 0.740
H -5.942 0.701 1.914
H -4.648 1.884 1.750
H -3.954 0.303 5.018
H -3.843 1.822 4.118
H -5.392 0.996 4.275
H 0.385 0.134 3.815
H 0.695 -1.605 3.961
H 0.481 -0.882 2.366
H -1.739 0.062 5.292
H -2.764 -1.388 5.194
H -1.057 -1.534 5.608
H -1.183 -2.778 2.070
H -0.971 -3.280 3.756
H -2.592 -2.953 3.132
H -1.275 3.931 3.972
H 0.277 5.610 4.919
H 2.655 5.619 4.264
H 3.539 3.935 2.702
H 4.083 -1.005 -0.234
H 5.810 -1.132 -0.589
H 5.054 0.459 -0.530
H 5.977 -2.549 1.076
H 6.622 -1.883 2.574
H 4.926 -2.360 2.471
H 6.372 1.491 1.293
H 6.988 0.475 2.607
H 7.415 0.107 0.937
S -0.940 5.163 -6.623
N 0.397 4.420 -6.093
C 0.066 3.840 -4.964
C 0.951 3.041 -4.125
C 2.283 2.845 -4.397
C 3.061 2.086 -3.515
C 2.431 1.497 -2.436
N 1.140 1.620 -2.153
C 0.385 2.456 -2.951
C -0.932 2.726 -2.545
N -1.361 2.201 -1.328
C -2.615 2.453 -0.942
C -3.532 3.172 -1.670
C -3.117 3.712 -2.909
C -1.830 3.506 -3.340
C -1.304 4.054 -4.588
N -1.980 4.782 -5.443
H 2.706 3.290 -5.291
H 4.120 1.935 -3.675
H 3.000 0.865 -1.765
H -2.896 2.037 0.011
H -4.533 3.322 -1.285
H -3.785 4.301 -3.528
C -0.144 -3.065 -1.717
Si 0.936 -1.706 -0.919
C 1.628 -2.682 0.557
C 2.280 -1.776 -2.273
H 0.546 -3.868 -2.011
H -0.670 -2.727 -2.619
H -0.887 -3.497 -1.036
H 2.563 -3.179 0.267
H 0.909 -3.461 0.845
H 1.835 -2.066 1.441
H 2.814 -2.724 -2.141
H 3.019 -0.977 -2.291
H 1.796 -1.791 -3.258
C -0.518 -5.758 -4.724
C -1.616 -4.779 -5.056
C -2.951 -5.168 -5.090
C -3.961 -4.253 -5.356
C -3.657 -2.923 -5.608
N -4.727 -2.024 -5.874
C -4.785 -0.662 -5.692
O -5.518 0.049 -6.350
N -3.942 -0.129 -4.722
C -3.569 -0.687 -3.485
C -4.242 -1.721 -2.845
C -3.770 -2.161 -1.622
C -2.659 -1.563 -1.060
N -2.016 -0.564 -1.663
C -2.461 -0.151 -2.848
C -2.323 -2.526 -5.612
C -1.325 -3.445 -5.330
H -0.845 -6.787 -4.874
H -0.209 -5.651 -3.680
H 0.363 -5.583 -5.344
H -3.212 -6.203 -4.893
H -4.999 -4.574 -5.360
H -5.458 -2.359 -6.474
H -3.841 0.869 -4.810
H -5.123 -2.168 -3.289
H -4.271 -2.966 -1.097
H -2.266 -1.876 -0.106
H -1.915 0.655 -3.333
H -2.063 -1.499 -5.839
H -0.289 -3.116 -5.330
```

Output
**Molecular weight**: 1027.1 Da
**Charge**: 0
**Kohn-Sham gap (spin up / spin down)**: 4.9 / 7.4 eV
**Expectation value of S²**: 9.11
**Spin multiplicity**: 6

---

no.,electronic energy (Eh)
1,-159.52488
2,-2193.49838
3,-8130.13594
4,-695.81121
5,-286.81432
6,-5139.09424